# 1
The following is a quantum chemistry calculation of C33H24N7O3S3W as an isolated structure in a non-equilibrium geometry, from the OMol25 dataset.

The HOMO energy (spin up / spin down) comes out at -9.9 / -10.1 eV. Its total charge is +1. As for the spin multiplicity: 3. The HOMO-LUMO gap (spin up / spin down) comes out at 6.0 / 5.5 eV.

Element x y z (Å)
W -0.790 -0.185 0.777
C -6.065 -1.581 -0.115
S -5.662 -0.957 1.535
C -3.950 -0.765 1.457
S -2.971 -1.132 0.052
N -3.394 -0.277 2.522
N -2.069 -0.099 2.470
C -1.561 0.505 3.563
C -0.172 0.484 3.685
C 0.521 1.020 4.793
C 1.856 0.761 4.933
C 2.481 -0.047 3.970
C 1.770 -0.482 2.877
N 0.468 -0.204 2.676
H -7.135 -1.446 -0.231
H -5.803 -2.632 -0.174
H -5.527 -1.016 -0.868
H -2.222 0.858 4.343
H -0.039 1.607 5.504
H 2.422 1.153 5.764
H 3.515 -0.324 4.078
H 2.270 -1.086 2.129
C 0.559 -4.328 0.407
C -0.141 -3.202 0.830
N 0.274 -1.958 0.574
C 1.451 -1.795 -0.112
C 2.219 -2.888 -0.575
C 1.731 -4.183 -0.296
C 3.389 -2.620 -1.313
C 3.721 -1.330 -1.636
C 2.966 -0.242 -1.192
C 1.857 -0.449 -0.380
N 1.027 0.488 0.196
C 1.331 1.799 0.478
C 2.576 2.421 0.504
C 2.669 3.781 0.801
C 1.556 4.544 1.057
C 0.282 3.945 1.107
C -0.911 4.645 1.393
C -2.103 3.952 1.417
C -2.111 2.576 1.220
N -0.993 1.861 0.996
C 0.185 2.555 0.865
H 0.146 -5.301 0.609
H -1.070 -3.296 1.390
H 2.265 -5.045 -0.658
H 3.989 -3.440 -1.668
H 4.597 -1.132 -2.236
H 3.231 0.754 -1.509
H 3.476 1.855 0.326
H 3.644 4.243 0.813
H 1.638 5.602 1.239
H -0.888 5.708 1.580
H -3.038 4.459 1.591
H -3.047 2.024 1.234
O -2.113 -3.113 -2.937
S -0.825 -2.512 -2.803
O 0.298 -3.376 -2.584
N -0.894 -1.363 -1.586
C -0.849 -0.153 -2.079
O -1.049 0.828 -1.308
C -0.497 -0.061 -3.504
C -0.109 1.066 -4.212
C 0.357 0.893 -5.508
C 0.398 -0.370 -6.085
C -0.016 -1.498 -5.379
C -0.445 -1.319 -4.087
H -0.159 2.040 -3.752
H 0.697 1.753 -6.065
H 0.763 -0.488 -7.094
H 0.020 -2.485 -5.813

# 2
The following is a quantum chemistry calculation of C33H25IIrNO5PS as an isolated structure, from the OMol25 dataset.

The HOMO energy (spin up / spin down) comes out at -13.2 / -13.2 eV. Its total charge is +2. The energy relative to the best compared isomer or geometry (same formula, charge and spin) comes out at 59.1 kJ/mol. As for the spin multiplicity: 2. The HOMO-LUMO gap (spin up / spin down) comes out at 6.0 / 4.5 eV.

Element x y z (Å)
Ir -0.225 1.783 0.616
O 0.168 3.868 2.546
N 0.127 2.468 2.511
C -0.469 1.993 3.544
C -0.695 0.581 3.815
C -1.146 0.305 5.108
C -1.280 -1.000 5.556
C -0.938 -2.047 4.720
C -0.491 -1.791 3.428
C -0.390 -0.491 2.951
P 0.233 -0.305 1.263
C 1.995 -0.651 1.339
C 2.842 0.291 1.930
C 4.194 0.023 2.056
C 4.708 -1.185 1.598
C 3.869 -2.128 1.023
C 2.512 -1.868 0.894
C -0.595 -1.467 0.184
C -1.864 -1.953 0.505
C -2.565 -2.711 -0.420
C -2.010 -2.975 -1.665
C -0.754 -2.478 -1.994
C -0.051 -1.715 -1.080
H 1.083 4.105 2.334
H -0.768 2.715 4.298
H -1.375 1.127 5.773
H -1.637 -1.192 6.558
H -1.017 -3.070 5.063
H -0.227 -2.625 2.790
H 2.451 1.235 2.289
H 4.848 0.753 2.513
H 5.765 -1.393 1.697
H 4.267 -3.073 0.680
H 1.866 -2.616 0.456
H -2.310 -1.747 1.469
H -3.543 -3.095 -0.167
H -2.560 -3.568 -2.383
H -0.325 -2.683 -2.965
H 0.917 -1.316 -1.355
O 4.938 0.849 -5.905
C 4.337 0.181 -4.917
O 4.386 -1.011 -4.841
C 3.569 0.974 -3.886
C 2.979 2.210 -4.145
C 2.258 2.851 -3.159
C 2.108 2.243 -1.896
S 1.200 3.085 -0.708
C 2.719 1.003 -1.638
C 3.429 0.373 -2.629
H 4.895 1.806 -5.788
H 3.044 2.664 -5.126
H 1.790 3.807 -3.352
H 2.636 0.567 -0.656
H 3.894 -0.590 -2.464
I -7.957 -0.248 -2.883
C -6.118 0.221 -2.051
C -4.986 0.279 -2.865
C -3.762 0.592 -2.314
C -3.668 0.849 -0.943
C -4.802 0.794 -0.128
C -6.025 0.479 -0.682
C -2.386 1.162 -0.370
O -1.279 1.123 -1.027
O -2.227 1.480 0.886
H -5.073 0.083 -3.925
H -2.878 0.638 -2.935
H -4.721 0.998 0.932
H -6.909 0.433 -0.062

# 3
The following is a quantum chemistry calculation of C33H25NO2PS2Ta as an isolated structure in a non-equilibrium geometry, from the OMol25 dataset.

The HOMO energy comes out at -13.8 eV. Its total charge is +2. The energy relative to the best compared isomer or geometry (same formula, charge and spin) comes out at 186.1 kJ/mol. The HOMO-LUMO gap comes out at 6.2 eV.

Element x y z (Å)
Ta 0.054 0.254 -0.185
S 1.133 -1.464 1.478
C 2.284 -1.312 0.235
N 1.952 -0.486 -0.765
C 3.006 -0.318 -1.649
C 3.055 0.567 -2.722
C 4.201 0.608 -3.491
C 5.293 -0.209 -3.202
C 5.271 -1.074 -2.123
C 4.125 -1.112 -1.346
S 3.832 -2.041 0.121
H 2.217 1.222 -2.911
H 4.247 1.289 -4.326
H 6.175 -0.145 -3.820
H 6.117 -1.698 -1.883
C -6.456 -3.004 -0.036
C -5.444 -3.938 -0.201
C -4.116 -3.544 -0.205
C -3.813 -2.190 -0.055
C -4.825 -1.248 0.122
C -6.145 -1.663 0.129
P -2.095 -1.622 -0.278
C -1.077 -3.113 -0.126
C -0.244 -3.565 -1.145
C 0.590 -4.644 -0.904
C 0.623 -5.244 0.348
C -0.202 -4.785 1.366
C -1.051 -3.720 1.133
C -1.998 -1.042 -1.997
C -2.871 -1.385 -3.021
C -2.680 -0.829 -4.278
C -1.632 0.051 -4.493
C -0.782 0.408 -3.452
C -0.951 -0.125 -2.181
H -7.486 -3.327 -0.043
H -5.682 -4.983 -0.329
H -3.333 -4.274 -0.348
H -4.579 -0.202 0.239
H -6.936 -0.942 0.260
H -0.284 -3.103 -2.125
H 1.204 -5.035 -1.701
H 1.282 -6.079 0.528
H -0.180 -5.255 2.336
H -1.702 -3.355 1.918
H -3.687 -2.065 -2.831
H -3.357 -1.068 -5.082
H -1.481 0.486 -5.471
H 0.004 1.126 -3.643
C 2.154 3.142 2.993
C 1.191 2.645 1.964
O 1.519 1.679 1.257
C -0.107 3.310 1.833
C -0.359 4.540 2.460
C -1.574 5.180 2.332
C -2.582 4.617 1.557
C -2.374 3.410 0.918
C -1.157 2.741 1.055
O -0.988 1.561 0.468
H 3.001 2.464 3.068
H 1.667 3.221 3.963
H 2.535 4.128 2.734
H 0.413 5.010 3.043
H -1.736 6.123 2.826
H -3.531 5.117 1.455
H -3.134 2.959 0.295

# 4
The following is a quantum chemistry calculation of a 7-piece molecular cluster, C33H26BF4O21 overall in a non-equilibrium geometry, from the OMol25 dataset.

The HOMO energy comes out at -6.3 eV. Its total charge is -1. The energy relative to the best compared isomer or geometry (same formula, charge and spin) comes out at 374.7 kJ/mol. The HOMO-LUMO gap comes out at 5.7 eV.

Element x y z (Å)
B -0.655 -0.182 1.350
F -0.608 -0.339 2.715
F 0.601 -0.591 0.711
F -1.779 -0.809 0.752
F -0.911 1.160 1.075
C 2.987 0.012 -3.931
C 4.029 1.090 -4.394
C 4.703 1.999 -3.563
O 5.532 2.779 -3.936
C 4.431 1.830 -2.200
C 3.505 0.840 -1.664
C 2.786 -0.041 -2.530
O 1.979 -0.863 -2.124
O 3.128 0.898 -0.318
O 4.263 1.217 -5.757
H 2.661 -0.671 -4.761
H 4.938 2.509 -1.504
H 2.664 0.177 -0.207
H 4.556 2.034 -5.912
C -0.392 2.303 -4.408
C -1.558 1.301 -4.585
C -2.075 0.728 -3.351
O -2.932 -0.146 -3.452
C -1.772 1.258 -2.142
C -0.704 2.459 -2.064
C 0.102 2.804 -3.153
O 0.994 3.682 -3.239
O -0.333 2.963 -0.801
O -1.969 0.811 -5.854
H 0.350 2.587 -5.266
H -2.356 0.802 -1.037
H -0.487 2.090 -0.257
H -2.718 0.187 -5.615
C 1.445 -5.205 -1.085
C 1.767 -3.872 -0.623
C 3.093 -3.477 -0.247
O 3.241 -2.299 0.122
C 4.048 -4.463 -0.272
C 3.803 -5.906 -0.582
C 2.553 -6.196 -1.191
O 2.362 -7.339 -1.671
O 4.615 -6.999 -0.349
O 0.753 -2.954 -0.564
H 0.522 -5.556 -1.539
H 4.837 -4.168 0.435
H 5.696 -7.026 0.083
H 1.046 -2.211 -0.012
C -4.133 -5.592 3.126
C -3.026 -6.209 2.190
C -1.952 -5.482 1.643
O -1.063 -5.979 1.045
C -2.031 -3.919 1.772
C -3.251 -3.319 2.622
C -4.133 -4.186 3.396
O -4.816 -3.581 4.191
O -3.561 -2.050 2.298
O -3.003 -7.562 2.016
H -4.890 -6.060 3.577
H -1.381 -3.243 1.116
H -2.996 -1.472 1.885
H -2.225 -7.868 1.624
C -0.164 6.010 2.795
C 0.166 4.487 3.110
C 1.558 4.040 3.033
O 1.827 2.870 3.350
C 2.590 5.037 2.706
C 2.254 6.478 2.577
C 0.855 7.013 2.627
O 0.623 8.195 2.521
O 3.237 7.497 2.528
O -0.821 3.603 3.320
H -1.187 6.307 2.645
H 3.595 4.873 2.582
H 4.146 7.010 2.440
H -0.235 2.863 2.955
C -3.635 2.706 1.785
C -5.119 2.578 2.066
O -5.888 3.524 2.483
C -5.883 1.306 1.588
H -3.312 1.726 2.279
H -3.546 3.652 2.441
H -3.285 2.763 0.691
H -6.805 0.842 1.936
H -5.131 0.526 1.449
H -6.128 1.434 0.518

# 5
The following is a quantum chemistry calculation of C33H26CaClIN4O5 as an isolated structure, from the OMol25 dataset.

The HOMO energy comes out at -2.5 eV. Its total charge is -2. The energy relative to the best compared isomer or geometry (same formula, charge and spin) comes out at 5.8 kJ/mol. The HOMO-LUMO gap comes out at 6.4 eV.

Element x y z (Å)
Ca 0.282 -0.645 -0.364
C -0.741 -2.460 2.133
C -1.252 -1.712 3.326
C -1.683 -2.406 4.446
C -2.063 -1.739 5.603
C -1.952 -0.359 5.632
C -1.522 0.374 4.530
C -1.301 1.850 4.692
C -1.226 -0.298 3.319
N -0.770 0.347 2.173
C -1.389 1.465 1.785
O -2.504 1.902 2.119
C -0.582 2.303 0.804
C -0.901 3.632 0.569
C -0.047 4.375 -0.234
C 1.088 3.786 -0.766
C 1.310 2.438 -0.509
N 0.481 1.733 0.249
C 2.544 1.726 -1.051
O 3.452 2.451 -1.498
N 2.495 0.407 -0.937
C 3.607 -0.322 -1.393
C 4.343 -1.073 -0.464
C 3.957 -1.057 0.986
C 5.416 -1.842 -0.900
C 5.760 -1.891 -2.242
C 5.015 -1.165 -3.158
C 3.940 -0.380 -2.756
C 3.120 0.372 -3.761
H -0.779 -3.538 2.299
H 0.304 -2.199 1.937
H -1.306 -2.254 1.222
H -1.706 -3.491 4.411
H -2.403 -2.286 6.475
H -2.182 0.178 6.548
H -1.183 2.095 5.750
H -2.121 2.431 4.268
H -0.398 2.160 4.160
H -1.793 4.040 1.023
H -0.261 5.418 -0.437
H 1.804 4.322 -1.373
H 3.787 -0.041 1.343
H 4.730 -1.526 1.598
H 3.026 -1.612 1.129
H 5.982 -2.417 -0.173
H 6.595 -2.500 -2.574
H 5.264 -1.211 -4.214
H 3.335 0.023 -4.774
H 3.330 1.442 -3.695
H 2.054 0.249 -3.564
Cl -5.871 0.544 -4.350
C -4.214 0.438 -3.772
C -3.186 0.669 -4.640
C -1.858 0.588 -4.212
I -0.333 0.963 -5.585
C -1.485 0.265 -2.895
O -0.298 0.176 -2.474
C -2.615 0.042 -1.989
N -2.283 -0.234 -0.704
C -3.236 -0.436 0.172
C -4.601 -0.396 -0.162
C -4.960 -0.119 -1.449
C -3.958 0.120 -2.415
H -3.406 0.918 -5.670
H -2.930 -0.619 1.195
H -5.346 -0.568 0.603
H -6.001 -0.072 -1.741
O -0.705 -2.815 -1.112
C 0.404 -3.352 -0.905
O 1.398 -2.793 -0.374
H 0.530 -4.413 -1.212

# 6
The following is a quantum chemistry calculation of a 2-piece molecular cluster, C33H27BF4O4 overall in a non-equilibrium geometry, from the OMol25 dataset.

The HOMO energy comes out at -6.5 eV. The energy relative to the best compared isomer or geometry (same formula, charge and spin) comes out at 67.9 kJ/mol. The HOMO-LUMO gap comes out at 2.4 eV.

Element x y z (Å)
F -2.884 2.366 -4.051
C -2.605 1.026 -3.858
C -3.336 0.103 -4.601
C -3.005 -1.234 -4.400
F -3.601 -2.162 -5.227
C -2.029 -1.658 -3.504
C -1.153 -0.684 -2.931
C 0.157 -1.024 -2.408
C 1.313 -0.800 -3.208
C 2.510 -1.606 -3.159
C 3.603 -1.251 -3.950
F 4.640 -2.147 -4.105
C 3.685 -0.076 -4.702
C 2.498 0.634 -4.821
F 2.484 1.724 -5.668
C 1.312 0.253 -4.198
C -1.558 0.678 -3.002
H -4.105 0.411 -5.307
H -1.825 -2.718 -3.346
H 0.241 -1.621 -1.506
H 2.509 -2.536 -2.566
H 4.573 0.263 -5.213
H 0.400 0.797 -4.474
H -0.960 1.439 -2.484
C 1.677 -0.116 6.375
C 0.657 0.262 5.418
C -0.589 0.823 5.515
C -1.112 0.889 4.182
C -0.167 0.358 3.318
B -0.028 0.019 1.725
C -1.417 0.413 1.108
C -2.517 -0.280 0.668
C -3.512 0.677 0.321
C -2.980 1.912 0.602
C -3.519 3.255 0.524
O -1.681 1.760 1.006
C 0.967 1.062 1.066
C 1.893 1.950 1.563
C 2.383 2.721 0.474
C 1.752 2.257 -0.648
C 1.849 2.657 -2.033
O 0.883 1.256 -0.293
C 0.395 -1.488 1.824
C 1.481 -2.223 1.400
C 1.431 -3.494 2.067
C 0.282 -3.488 2.823
C -0.250 -4.426 3.797
O -0.372 -2.284 2.650
O 0.890 -0.050 4.098
H 1.316 0.106 7.385
H 1.890 -1.195 6.319
H 2.618 0.425 6.210
H -1.088 1.105 6.431
H -2.105 1.265 3.941
H -2.599 -1.360 0.575
H -4.495 0.476 -0.072
H -4.481 3.214 -0.006
H -3.692 3.686 1.524
H -2.854 3.948 -0.010
H 2.205 2.073 2.594
H 3.075 3.546 0.522
H 2.526 3.521 -2.079
H 2.242 1.861 -2.680
H 0.879 2.953 -2.454
H 2.234 -1.905 0.692
H 2.164 -4.288 2.048
H 0.333 -5.356 3.727
H -0.117 -4.026 4.815
H -1.316 -4.652 3.657